Molecular formula: C6H8N
Method: DFT, wB97M-V/def2-TZVPD

Last column: Mulliken charge in e.
Atoms and positions in Å:
C -2.520 -0.053 -0.103  0.259
C -0.299 -0.942 0.101  -0.691
C -3.167 0.999 0.035  -0.461
C -1.744 -1.259 -0.053  -0.252
C 2.340 -0.520 0.024  -0.296
C 0.837 -0.709 0.321  0.717
N 2.825 0.877 0.037  -0.603
H -2.943 2.023 -0.274  0.311
H -4.085 1.006 0.632  0.277
H -2.178 -1.421 1.009  0.220
H -2.017 -2.017 -0.746  0.411
H 2.776 -0.882 0.908  0.299
H 2.543 -1.216 -0.872  0.292
H 2.809 1.290 -0.919  0.260
H 2.096 1.300 0.528  0.256

Values from the calculation:
Kohn-Sham gap   6.27 eV
Energy relative to the best compared isomer or geometry (same formula, charge and spin)   166.6 kcal/mol
Highest occupied orbital energy   -13.05 eV
E   -287.6907 Eh
LUMO level   -0.24913 Eh
Net charge   +1

Molecular formula: C5H12O2
Method: DFT, wB97M-V/def2-TZVPD

Last column: Mulliken charge in e.
Atoms and positions in Å:
C -0.840 2.168 -0.928  -1.320
C -0.687 0.646 -0.943  -0.169
C 0.586 0.133 -0.322  -0.581
O -0.019 0.962 2.115  -0.680
C 0.802 -1.110 0.118  0.258
C -0.179 -2.244 -0.003  -1.138
O 2.079 -1.422 0.545  -0.503
H -0.942 2.539 0.097  0.292
H 0.021 2.666 -1.391  0.341
H -1.731 2.463 -1.493  0.368
H -1.561 0.205 -0.446  0.249
H -0.707 0.292 -1.982  0.318
H 1.426 0.823 -0.251  0.550
H 0.842 1.393 2.073  0.333
H 0.151 0.121 1.658  0.398
H 0.020 -2.772 -0.942  0.291
H -0.097 -2.974 0.812  0.402
H -1.213 -1.886 -0.032  0.259
H 2.048 -2.003 1.315  0.334

Values from the calculation:
SMILES   CC/C=C(\C)O.O
Kohn-Sham gap   9.44 eV
Energy relative to the best compared isomer or geometry (same formula, charge and spin)   30.8 kcal/mol
Highest occupied orbital energy   -8.71 eV
E   -348.1558 Eh
LUMO level   0.02667 Eh

Molecular formula: C36H46Cl3CsGeN5O2
Method: DFT, wB97M-V/def2-TZVPD

Last column: Löwdin spin population.
Atoms and positions in Å:
Cs -1.469 -0.524 -2.107  -0.001
C -2.499 3.217 4.875  0.000
C -2.536 2.729 3.455  0.000
C -3.037 3.467 2.441  0.000
C -3.108 2.948 1.100  0.000
C -3.724 3.551 0.031  0.000
N -4.063 4.838 -0.137  0.000
C -3.390 5.988 0.471  0.000
C -1.867 5.864 0.405  0.000
C -1.338 5.724 -1.031  0.000
N -0.331 4.687 -1.166  0.000
C 0.953 4.909 -1.332  0.000
C 1.907 3.900 -1.447  0.000
C 3.283 4.241 -1.615  0.000
C 4.246 3.291 -1.715  0.000
C 5.702 3.616 -1.900  0.000
C 3.837 1.923 -1.624  0.000
C 2.545 1.535 -1.467  0.000
C 2.149 0.102 -1.326  0.000
N 2.088 -0.542 -0.241  0.000
C 2.469 0.130 0.997  0.000
C 1.994 -0.623 2.237  0.000
C 0.579 -0.272 2.690  0.000
N -0.422 -1.017 1.949  0.002
C -1.537 -0.511 1.626  -0.001
C -2.042 0.855 1.936  0.000
C -2.039 1.403 3.171  0.000
C -2.538 1.637 0.806  0.000
O -2.381 1.227 -0.351  0.000
C 1.488 2.520 -1.395  0.000
O 0.280 2.178 -1.283  0.000
H -2.903 4.226 4.958  0.000
H -1.476 3.230 5.257  0.000
H -3.080 2.565 5.530  0.000
H -3.457 4.440 2.662  0.000
H -3.958 2.906 -0.811  0.000
H -4.592 5.036 -0.969  0.000
H -3.715 6.137 1.500  0.000
H -3.724 6.864 -0.087  0.000
H -1.553 4.990 0.975  0.000
H -1.423 6.728 0.901  0.000
H -0.913 6.662 -1.391  0.000
H -2.157 5.468 -1.706  0.000
H -0.564 3.677 -1.132  0.000
H 1.265 5.951 -1.379  0.000
H 3.550 5.293 -1.662  0.000
H 5.864 4.693 -1.934  0.000
H 6.087 3.190 -2.829  0.000
H 6.306 3.212 -1.084  0.000
H 4.608 1.158 -1.678  0.000
H 1.885 -0.442 -2.236  0.000
H 2.100 1.164 1.021  0.000
H 3.561 0.191 1.013  0.000
H 2.679 -0.401 3.059  0.000
H 2.049 -1.695 2.041  0.000
H 0.432 0.815 2.633  0.000
H 0.472 -0.554 3.742  0.000
H -2.208 -1.155 1.052  0.000
H -1.651 0.826 4.005  0.000
C -0.540 -7.729 1.123  -0.007
C -0.466 -6.239 0.906  0.001
C -1.116 -5.366 1.782  0.164
C -1.057 -3.981 1.610  -0.004
C -1.769 -3.047 2.550  -0.008
C -0.346 -3.487 0.541  0.139
C 0.313 -4.330 -0.402  0.025
C 0.242 -5.734 -0.166  0.130
N 0.886 -3.643 -1.398  0.456
C 1.731 -4.080 -2.501  0.036
C 3.143 -3.630 -2.095  0.030
C 1.787 -5.543 -2.959  0.001
C 1.270 -3.238 -3.695  0.013
H -1.186 -7.974 1.965  0.000
H 0.447 -8.147 1.326  -0.002
H -0.935 -8.234 0.240  -0.002
H -1.678 -5.775 2.615  0.010
H -2.121 -3.570 3.439  0.000
H -2.632 -2.598 2.052  -0.003
H -1.109 -2.235 2.860  -0.002
H -0.252 -2.418 0.391  0.005
H 0.715 -6.436 -0.827  0.007
H 3.504 -4.230 -1.257  0.000
H 3.128 -2.585 -1.781  0.001
H 3.834 -3.753 -2.933  0.005
H 2.318 -6.181 -2.254  0.000
H 2.340 -5.583 -3.900  0.000
H 0.791 -5.949 -3.142  0.000
H 1.177 -2.206 -3.374  0.000
H 0.289 -3.555 -4.054  0.000
H 1.980 -3.308 -4.522  0.002
Cl -2.598 -2.182 -4.398  0.000
Ge -2.622 -3.865 -2.752  0.001
Cl -4.520 -4.833 -3.431  0.000
Cl -3.629 -2.503 -1.063  0.003

Values from the calculation:
Multiplicity   2
Expectation value of S²   0.80
Kohn-Sham gap (alpha / beta)   5.98 / 6.54 eV
Energy relative to the best compared isomer or geometry (same formula, charge and spin)   29.2 kcal/mol
Highest occupied orbital energy (alpha / beta)   -6.94 / -7.50 eV
E   -5301.3277 Eh
LUMO level (alpha / beta)   -0.03530 / -0.03529 Eh

Molecular formula: C3H10OS2
Method: DFT, wB97M-V/def2-TZVPD

Last column: Mulliken charge in e.
Atoms and positions in Å:
C -0.227 -2.625 -0.509  -0.893
C -0.707 -1.812 0.693  -0.454
S -1.323 -0.115 0.824  -0.127
S -0.110 1.486 0.671  -0.093
C -0.810 2.408 -0.810  -0.961
H -0.995 -2.884 -1.206  0.269
H 0.357 -3.510 -0.232  0.314
H 0.372 -1.875 -1.058  0.242
H -1.617 -2.406 1.027  0.239
H -0.092 -2.169 1.532  0.384
H -0.690 1.714 -1.629  0.334
H -1.868 2.657 -1.000  0.371
H -0.467 3.344 -0.558  0.348
H 2.634 1.845 -0.011  0.313
H 2.478 2.085 1.465  0.295
O 3.064 1.855 0.800  -0.580

Values from the calculation:
SMILES   CCSSC.O
Kohn-Sham gap   9.23 eV
Energy relative to the best compared isomer or geometry (same formula, charge and spin)   46.6 kcal/mol
Highest occupied orbital energy   -8.55 eV
E   -991.8374 Eh
LUMO level   0.02527 Eh